Record 1
{
  "formula": "C2H5NS3",
  "method": "ωB97M-V/def2-TZVPD",
  "energy_ev": -36150.0000,
  "homo_energy_ha": -0.314,
  "smiles": "CSC(=S)NS",
  "spin_multiplicity": 1,
  "symbols": ["C", "S", "C", "S", "N", "S", "H", "H", "H", "H", "H"],
  "coordinates": [[0.847, 1.688, -1.454], [-0.309, 0.409, -1.089], [0.047, -0.582, 0.368], [1.533, -0.680, 1.112], [-1.103, -1.271, 0.722], [-1.217, -2.579, 1.888], [0.537, 1.958, -2.481], [0.744, 2.577, -0.774], [1.838, 1.335, -1.380], [-1.908, -1.133, 0.191], [-1.009, -1.721, 2.896]],
  "forces_ev_per_angstrom": [[-0.62, 1.47, 0.89], [-1.59, -1.22, 0.24], [0.48, -0.04, 0.23], [-1.19, 0.12, -0.41], [2.30, -0.57, 0.90], [0.42, 1.43, -0.87], [0.46, -0.06, 0.50], [-0.04, -0.84, -0.67], [1.21, -0.39, -0.26], [-1.40, 0.39, -0.90], [-0.04, -0.29, 0.35]]
}



Record 2
{
  "formula": "C2HClN2OS",
  "method": "ωB97M-V/def2-TZVPD",
  "energy_ev": -30472.8814,
  "homo_energy_ha": -0.363,
  "smiles": "Sc1nonc1Cl",
  "spin_multiplicity": 1,
  "symbols": ["S", "C", "N", "O", "N", "C", "Cl", "H"],
  "coordinates": [[-0.170, 1.264, -1.636], [0.121, 0.291, -0.229], [1.172, 0.357, 0.549], [0.993, -0.584, 1.510], [-0.166, -1.258, 1.353], [-0.712, -0.747, 0.290], [-2.211, -1.272, -0.332], [0.973, 1.949, -1.504]],
  "forces_ev_per_angstrom": [[-0.07, 0.07, -0.10], [0.53, -0.38, 0.68], [-0.48, 0.21, -0.57], [0.08, -0.09, 0.21], [-0.17, 0.16, -0.45], [-0.12, -0.06, 0.15], [0.20, 0.07, 0.07], [0.03, 0.02, 0.00]]
}



Record 3
{
  "formula": "C15H15N3NaO3",
  "method": "ωB97M-V/def2-TZVPD",
  "energy_ev": -30823.8887,
  "charge": 1,
  "homo_energy_ha": -0.434,
  "spin_multiplicity": 1,
  "symbols": ["Na", "O", "C", "O", "C", "O", "N", "C", "C", "H", "H", "H", "H", "C", "C", "H", "H", "H", "N", "C", "C", "C", "C", "C", "C", "C", "C", "N", "C", "H", "H", "H", "H", "H", "H", "H", "H"],
  "coordinates": [[0.463, -0.081, 0.203], [-2.045, 1.495, -1.096], [-3.116, 1.815, -0.587], [-2.289, -0.739, 0.686], [-3.439, -0.408, 0.563], [-4.514, -1.149, 0.958], [-3.954, 0.830, 0.029], [-5.752, -0.488, 0.510], [-5.395, 0.937, 0.249], [-6.511, -0.628, 1.287], [-6.083, -0.994, -0.419], [-5.579, 1.572, 1.140], [-5.895, 1.368, -0.614], [-3.668, 3.157, -0.542], [-3.095, 4.150, -1.269], [-4.533, 3.384, 0.113], [-2.243, 3.932, -1.910], [-3.486, 5.172, -1.215], [1.464, -1.037, -1.546], [2.803, -1.416, -1.113], [3.617, -2.102, -1.943], [4.928, -2.435, -1.548], [5.410, -2.078, -0.326], [4.606, -1.358, 0.608], [5.026, -0.956, 1.894], [4.202, -0.284, 2.734], [2.894, 0.010, 2.305], [2.488, -0.343, 1.124], [3.257, -1.016, 0.212], [1.461, -0.208, -2.133], [0.968, -1.754, -2.047], [3.261, -2.394, -2.935], [5.568, -2.987, -2.237], [6.425, -2.325, -0.003], [6.043, -1.215, 2.180], [4.519, 0.023, 3.716], [2.192, 0.550, 2.972]],
  "forces_ev_per_angstrom": [[-1.38, 0.24, 0.36], [-0.97, 0.48, 0.79], [0.43, -2.01, 0.00], [-0.53, 0.19, -0.02], [-0.98, 0.81, -0.45], [0.25, 0.94, -0.44], [1.56, -0.64, -0.13], [-0.18, -1.55, -0.19], [0.70, 1.20, 0.86], [0.32, 0.02, -0.19], [0.22, 0.15, 0.53], [-0.09, -0.27, -0.47], [-0.08, -0.08, -0.02], [-0.04, 2.23, -0.51], [-0.77, -0.79, 0.82], [0.69, -0.29, -0.54], [-0.18, 0.09, 0.12], [0.24, -0.47, -0.09], [0.28, 0.27, 0.38], [-1.00, 0.97, 0.82], [0.45, -0.34, -0.32], [0.50, -0.35, -0.14], [0.30, 0.26, 0.84], [-1.43, 0.01, -1.21], [0.76, -0.49, -0.45], [-0.31, 0.28, 0.43], [0.57, 0.02, 0.47], [-1.36, -0.07, -1.52], [1.51, -0.32, 0.71], [0.28, -0.09, -0.14], [0.14, -0.36, -0.14], [0.10, 0.13, 0.33], [-0.19, 0.15, 0.17], [-0.26, -0.03, -0.31], [-0.14, 0.10, 0.11], [0.11, 0.01, 0.12], [0.45, -0.41, -0.55]]
}



Record 4
{
  "formula": "C2H3N3O2",
  "method": "ωB97M-V/def2-TZVPD",
  "energy_ev": -10682.0638,
  "homo_energy_ha": -0.306,
  "spin_multiplicity": 1,
  "symbols": ["C", "C", "N", "N", "N", "O", "O", "H", "H", "H"],
  "coordinates": [[0.967, 0.226, -0.536], [1.647, 0.036, -1.615], [-0.349, -0.272, -0.531], [-0.233, 0.583, 1.466], [-0.877, -0.069, 0.591], [2.181, 0.052, -2.676], [-2.136, -0.729, 0.769], [1.565, 0.458, 0.358], [-0.590, 1.005, 2.237], [-2.175, -1.290, -0.061]],
  "forces_ev_per_angstrom": [[-0.10, -0.38, 1.33], [1.86, 0.51, -5.15], [0.01, -0.88, -0.33], [0.97, -1.13, -1.79], [0.23, 0.54, 0.87], [-0.96, -0.38, 2.80], [1.05, 0.35, -0.90], [-0.67, -0.02, -0.45], [-2.49, 0.56, 2.59], [0.10, 0.83, 1.03]]
}



Calculated Kohn-Sham gap in order - 0.3290; 0.3777; 0.3316; 0.3237 Ha